(1)
11
Properties=species:S:1:pos:R:3 method="wB97M-V/def2-TZVPD" energy_ev=-10141.2081 gap_ev=8.175 relative_energy_kcal_mol=136.7
N 2.412 0.432 -0.193
C 1.169 0.888 -0.375
N 0.264 -1.587 -0.005
N -0.880 -1.187 0.094
C -1.387 0.129 0.610
O -2.466 0.314 -0.120
N 0.118 1.339 -0.589
H 2.430 -0.574 -0.052
H 2.945 0.964 0.480
H -1.694 -1.820 -0.076
H -2.910 1.102 0.227


(2)
12
Properties=species:S:1:pos:R:3 method="wB97M-V/def2-TZVPD" smiles="N=C=CN1CC1" energy_ev=-7221.6288 gap_ev=9.144 relative_energy_kcal_mol=91.4
N 2.763 0.896 -0.571
C 1.719 0.248 -0.720
C 0.771 -0.649 -0.640
N -0.358 -0.473 0.193
C -1.621 -0.425 -0.521
C -1.043 0.803 0.075
H 3.040 0.069 0.035
H 0.935 -1.624 -1.081
H -2.437 -0.947 -0.032
H -1.573 -0.520 -1.605
H -0.623 1.542 -0.610
H -1.439 1.204 1.003


(3)
81
Properties=species:S:1:pos:R:3 method="wB97M-V/def2-TZVPD" total_charge=-2 energy_ev=-99673.9963 gap_ev=4.665
Pd -0.890 -1.223 -0.951
C 1.399 2.776 -4.274
Si -0.237 2.304 -3.442
C -1.229 1.342 -4.744
C -1.160 3.955 -3.224
N -0.009 1.388 -2.084
P -0.126 1.260 -0.517
C 0.472 -0.010 0.347
P 0.646 -1.478 1.075
N 1.224 -2.780 0.397
Si 1.926 -3.192 -1.050
C 0.847 -4.407 -2.039
C 3.543 -4.155 -0.736
C 2.456 -1.803 -2.209
C -0.827 -2.073 2.019
C -2.003 -1.334 2.079
C -3.133 -1.835 2.714
C -3.103 -3.094 3.303
C -1.931 -3.841 3.252
C -0.806 -3.332 2.617
C 1.820 -1.171 2.499
C 1.450 -1.086 3.838
C 2.380 -0.790 4.830
C 3.708 -0.569 4.499
C 4.093 -0.646 3.163
C 3.159 -0.942 2.185
C -1.839 1.724 0.011
C -2.904 1.596 -0.875
C -4.212 1.815 -0.464
C -4.475 2.177 0.852
C -3.419 2.321 1.745
C -2.115 2.096 1.325
C 0.775 2.771 0.140
C 2.087 2.610 0.578
C 2.845 3.695 0.994
C 2.299 4.974 0.992
C 0.989 5.149 0.568
C 0.242 4.056 0.143
H 1.262 3.314 -5.216
H 1.985 1.874 -4.468
H 1.981 3.406 -3.596
H -1.141 1.765 -5.749
H -2.291 1.319 -4.482
H -0.874 0.309 -4.766
H -1.396 4.375 -4.209
H -0.552 4.682 -2.682
H -2.096 3.825 -2.675
H 0.204 -4.953 -1.345
H 1.445 -5.133 -2.599
H 0.204 -3.880 -2.748
H 3.338 -5.110 -0.244
H 4.187 -3.576 -0.068
H 4.098 -4.361 -1.656
H 1.633 -1.176 -2.561
H 2.963 -2.259 -3.069
H 3.161 -1.130 -1.713
H -2.031 -0.361 1.607
H -4.038 -1.237 2.738
H -3.988 -3.489 3.790
H -1.896 -4.829 3.698
H 0.098 -3.925 2.546
H 0.416 -1.240 4.122
H 2.057 -0.728 5.864
H 4.438 -0.336 5.267
H 5.127 -0.472 2.886
H 3.470 -0.997 1.146
H -2.693 1.289 -1.894
H -5.025 1.695 -1.171
H -5.494 2.343 1.185
H -3.617 2.596 2.775
H -1.297 2.179 2.032
H 2.492 1.604 0.611
H 3.863 3.536 1.331
H 2.891 5.821 1.325
H 0.542 6.138 0.564
H -0.776 4.219 -0.195
Cl -4.656 -4.095 -1.478
C -3.264 -3.041 -1.038
Cl -2.533 -2.299 -2.467
H -2.513 -3.657 -0.558
H -3.629 -2.251 -0.395


(4)
24
Properties=species:S:1:pos:R:3 method="wB97M-V/def2-TZVPD" smiles="CC(c1ccccn1)=[S@](C)(=O)OC#N" energy_ev=-27400.5187 gap_ev=7.519 relative_energy_kcal_mol=136.2
C 0.086 2.769 0.275
C -0.166 1.353 -0.101
C 0.900 0.346 -0.191
C 0.780 -0.969 0.304
C 1.757 -1.839 -0.006
C 2.763 -1.482 -0.862
C 2.754 -0.135 -1.311
N 1.860 0.726 -1.018
S -1.767 0.798 0.409
C -2.291 -0.551 -0.789
O -2.766 1.819 0.417
O -2.485 -0.225 1.945
C -2.091 -1.400 2.080
N -1.587 -2.450 2.090
H 0.700 2.843 1.087
H 0.528 3.271 -0.490
H -1.020 3.134 0.491
H 0.085 -1.241 1.124
H 1.783 -2.888 0.494
H 3.608 -2.113 -1.118
H 3.573 0.333 -1.932
H -2.679 -1.434 -0.130
H -3.045 -0.006 -1.411
H -1.278 -0.661 -1.360